[1]
A 8-piece molecular cluster, C5H26NO7 overall, computed with wB97M-V/def2-TZVPD.

The geometry in XYZ format:
```
39
Properties=species:S:1:pos:R:3:lowdin_charge:R:1
C 1.17366 0.65162 -1.54896 -0.18
C 0.40484 1.96520 -1.75401 -0.19
C -1.03120 1.97354 -2.00411 -0.12
C -1.92213 0.99072 -1.93871 -0.17
C -3.41893 1.14685 -2.11264 -0.08
N 0.67047 -0.16144 -0.44649 0.15
H 2.26536 0.81560 -1.49143 0.13
H 1.12891 0.14964 -2.52912 0.12
H 1.09815 2.54536 -2.39259 0.13
H 0.54654 2.61651 -0.85472 0.12
H -1.48652 2.97504 -2.06760 0.12
H -1.68508 -0.04667 -1.80531 0.05
H -3.59357 2.21932 -1.93978 0.07
H -3.97289 0.78033 -1.26238 0.07
H -3.66425 0.84156 -3.13475 0.09
H 0.65979 0.31950 0.46486 0.10
H 1.21676 -1.00819 -0.26421 0.13
H -0.26201 -0.62929 -0.42841 0.12
H -0.38140 -2.95530 4.11387 0.07
H 0.26374 -4.00741 3.22525 0.06
O 0.22750 -3.06408 3.37239 -0.03
H -3.03020 -2.48693 -0.54984 0.08
H -1.75113 -2.54429 -1.21716 0.03
O -2.23710 -1.92430 -0.66128 -0.04
H 0.97884 1.95810 1.82007 0.01
H 2.47671 1.84690 2.39045 0.07
O 1.90738 1.74860 1.62022 -0.06
H 2.83082 -0.17699 0.87845 -0.01
H 4.01468 -0.53455 -0.13553 0.06
O 3.39484 -0.87769 0.53489 -0.05
H -1.11498 2.39777 3.25733 0.07
H -0.41846 1.14320 3.69137 0.05
O -0.47336 1.74010 2.94992 -0.06
H -0.29101 -2.44061 -2.49873 0.03
H 1.12493 -2.47173 -3.04623 0.08
O 0.49509 -1.90846 -2.57719 -0.02
H -0.75585 -0.71500 1.83139 0.05
H 0.24770 -1.33427 2.85520 0.02
O 0.08649 -0.57104 2.26806 -0.06
```

Net charge = +1
HOMO level = -12.0601 eV
Gap between HOMO and LUMO = 0.33865 Eh
E = -21422.6969 eV
Relative energy (zero: lowest compared OMol25 entry of this formula, charge and spin) = 212.5 kJ/mol

=====

[2]
C27H37ClN7O9SV as an isolated structure, computed with wB97M-V/def2-TZVPD.

The geometry in XYZ format:
```
83
Properties=species:S:1:pos:R:3:lowdin_charge:R:1
V -1.57264 1.26483 -0.00175 0.87
O -1.89014 3.24190 -3.68448 0.14
C -2.08824 2.62405 -2.51967 -0.43
O -1.40883 1.67009 -2.19654 0.00
C -3.53485 2.49752 -2.01773 -0.16
O -3.42191 2.09807 -0.66244 -0.28
C -4.16478 0.42201 -0.84785 0.10
C -3.01660 -0.98488 -0.85379 -0.51
O -3.41758 -2.09257 -1.07027 0.07
O -1.69130 -0.64892 -0.90162 -0.18
H -0.95097 3.26451 -3.91525 0.14
H -4.06665 1.95821 -2.79952 0.12
H -3.99828 3.49098 -1.95188 0.14
H -4.61323 0.56279 -1.85036 0.08
H -5.02401 0.30827 -0.20644 0.08
O -1.34982 1.34133 1.58437 -0.49
C -2.33221 -1.01494 2.60248 0.04
C -3.36983 -0.54394 1.64978 -0.44
N -4.59050 -1.05729 1.84610 0.23
O -3.21548 0.26957 0.71903 -0.23
H -2.78374 -1.71350 3.30568 0.08
H -1.91719 -0.15948 3.13330 0.10
H -1.53303 -1.51746 2.06036 0.08
H -4.74966 -1.71734 2.58271 0.11
H -5.36220 -0.80678 1.25802 0.11
C -4.88970 5.99290 5.46125 -0.06
C -4.01989 6.11700 4.23761 -0.39
C -3.52627 7.34963 3.82631 -0.08
C -2.73767 7.32217 2.68310 -0.20
N -2.45588 6.22808 2.00735 0.02
C -2.98044 5.05126 2.47248 -0.85
S -2.64018 3.58798 1.65610 0.67
N -3.76235 4.99366 3.59040 0.06
H -5.05059 6.96104 5.93864 0.06
H -4.42175 5.32277 6.18321 0.07
H -5.85930 5.57503 5.18747 0.07
H -3.73791 8.26860 4.35619 0.08
H -2.30752 8.24209 2.28812 0.09
O 1.33646 1.99733 -0.08235 -0.18
N 0.22981 2.30807 -0.48003 -0.15
C 4.65737 -0.98558 0.34715 -0.04
C 4.83896 -2.51007 0.21635 -0.50
C 5.75525 -2.78350 -0.98705 -0.05
C 5.60016 -2.96294 1.47040 -0.05
C 3.50713 -3.30600 0.06891 -0.42
O 3.81877 -4.71197 0.23114 -0.03
C 2.82943 -3.21873 -1.31950 -0.09
C 2.53849 -1.85315 -1.96628 -0.14
C 1.80004 -2.02151 -3.27034 -0.21
C 2.47099 -1.96665 -4.48634 -0.04
C 1.79670 -2.14450 -5.68700 -0.11
C 0.43478 -2.38182 -5.66462 -0.67
Cl -0.42088 -2.60893 -7.16802 0.63
C -0.25898 -2.43914 -4.46725 -0.09
C 0.42641 -2.25779 -3.27688 -0.01
C 2.47749 -3.14657 1.19534 -0.06
N 1.78563 -1.88570 1.26970 -0.10
C 0.61453 -1.60035 0.68853 -0.16
N 0.19585 -0.41204 1.03814 0.04
C 1.14737 -0.01007 1.92264 -0.18
N 2.11633 -0.87994 2.12250 0.12
H 5.59615 -0.48486 0.09720 0.09
H 4.41192 -0.70441 1.36856 0.07
H 3.88598 -0.56919 -0.29435 0.07
H 6.70550 -2.26768 -0.84531 0.09
H 5.32776 -2.42534 -1.92449 0.08
H 5.98636 -3.84665 -1.10704 0.08
H 6.53143 -2.39835 1.55170 0.09
H 5.85157 -4.02280 1.43830 0.08
H 5.02625 -2.77597 2.37903 0.08
H 4.40691 -4.97000 -0.48494 0.08
H 1.89875 -3.79089 -1.24757 0.12
H 3.43503 -3.78929 -2.03223 0.12
H 3.47324 -1.32812 -2.16153 0.10
H 1.94872 -1.20424 -1.31939 0.11
H 3.53909 -1.78054 -4.50458 0.11
H 2.32622 -2.09682 -6.62896 0.10
H -1.32542 -2.61878 -4.46156 0.11
H -0.12641 -2.29006 -2.34447 0.10
H 2.91925 -3.37043 2.16486 0.13
H 1.72280 -3.92044 1.04777 0.14
H 0.10482 -2.27286 0.01560 0.13
H 1.10910 0.94005 2.42778 0.12
```

Net charge = -1
HOMO level (spin up / spin down) = -3.2417 / -3.2533 eV
Multiplicity = 4
Gap between HOMO and LUMO (spin up / spin down) = 0.19778 / 0.19820 Eh
E = -106497.4115 eV
Relative energy (zero: lowest compared OMol25 entry of this formula, charge and spin) = 450.5 kJ/mol

=====

[3]
A 10-piece molecular cluster, H20O10 overall, computed with wB97M-V/def2-TZVPD.

The geometry in XYZ format:
```
30
Properties=species:S:1:pos:R:3:lowdin_charge:R:1
O 2.05120 0.79106 -1.78346 -0.04
H 2.35121 1.19110 -0.93884 0.02
H 2.44340 -0.08650 -1.79990 0.06
O 1.89367 -0.81704 2.08902 -0.05
H 1.45261 -0.52378 1.31176 -0.05
H 2.85784 -0.65879 1.97260 0.05
O -2.97131 0.60693 -0.59952 -0.01
H -2.41813 1.35251 -0.82157 0.04
H -2.88716 0.02659 -1.30552 -0.03
O 0.62747 3.34808 0.30742 -0.11
H 1.35373 2.72586 0.60618 -0.01
H 0.98050 4.20035 0.68118 0.05
O -3.21292 -2.39079 -0.59574 -0.02
H -4.09948 -2.15519 -0.64002 0.03
H -2.72698 -1.89286 -1.28667 0.03
O 0.27390 -0.48494 -0.22381 -0.08
H -0.15322 -0.83631 -0.99524 -0.03
H 0.97146 0.08637 -0.61491 0.01
O -1.36397 -2.75675 1.37051 -0.06
H -1.98359 -2.62142 0.64754 -0.03
H -0.61711 -2.17616 1.20380 0.00
O -0.73023 -1.88151 -2.08484 -0.02
H -0.25097 -2.64870 -1.79480 0.07
H -0.24766 -1.67091 -2.92603 0.11
O 2.85991 1.90424 0.78731 -0.01
H 3.02493 1.95208 1.68266 0.04
H 3.65741 2.33306 0.44971 0.10
O -1.24036 1.35675 1.69727 -0.05
H -0.78022 0.82856 1.06387 -0.04
H -1.11594 0.89810 2.54004 0.05
```

HOMO level = -9.9527 eV
Gap between HOMO and LUMO = 0.35134 Eh
E = -20799.0125 eV
Relative energy (zero: lowest compared OMol25 entry of this formula, charge and spin) = 347.4 kJ/mol
Structure (SMILES) = O.O.O.O.O.O.O.O.O.O